Record 1
80
Properties=species:S:1:pos:R:3 method="wB97M-V/def2-TZVPD" molar_mass_g_mol=808.75 s2=2.0082 multiplicity=3 e_tot_ha=-5525.59595 total_charge=-1
Ni 0.655 -0.229 -1.154
C 0.522 -0.960 5.333
C -0.014 0.287 5.051
C 0.065 0.814 3.766
C 0.681 0.092 2.748
C 1.225 -1.162 3.043
C 1.148 -1.683 4.325
P 0.895 0.684 1.024
C 0.082 2.318 1.040
C -1.308 2.345 1.169
C -2.008 3.533 1.035
C -1.324 4.708 0.754
C 0.056 4.688 0.620
C 0.759 3.499 0.762
C 2.677 1.065 1.029
C 3.365 1.516 2.126
C 4.712 1.911 1.998
C 5.324 1.879 0.776
C 4.642 1.420 -0.376
C 5.240 1.411 -1.657
C 4.528 0.961 -2.733
C 3.212 0.462 -2.582
C 2.583 0.424 -1.361
C 3.301 0.957 -0.247
H 0.459 -1.365 6.335
H -0.490 0.862 5.836
H -0.349 1.791 3.556
H 1.718 -1.718 2.253
H 1.572 -2.658 4.536
H -1.845 1.418 1.349
H -3.088 3.539 1.117
H -1.869 5.634 0.615
H 0.590 5.598 0.376
H 1.833 3.487 0.626
H 2.875 1.583 3.091
H 5.251 2.260 2.871
H 6.354 2.209 0.673
H 6.256 1.776 -1.766
H 4.978 0.976 -3.720
H 2.699 0.102 -3.466
Cl -5.561 3.046 -2.970
C -3.896 2.617 -2.658
C -3.604 1.399 -2.071
C -2.284 1.090 -1.821
Cl -1.886 -0.414 -1.040
C -1.178 1.927 -2.125
O 0.029 1.637 -1.850
C -1.565 3.153 -2.736
Cl -0.307 4.274 -3.148
C -2.876 3.494 -2.994
H -4.391 0.704 -1.809
H -3.096 4.446 -3.459
C -5.522 -2.412 1.513
C -4.132 -2.784 1.074
C -3.021 -2.380 1.810
C -1.739 -2.633 1.355
C -1.560 -3.315 0.161
C -2.652 -3.764 -0.571
C -3.929 -3.498 -0.105
S 0.094 -3.509 -0.439
O 0.683 -4.714 0.077
O 0.800 -2.273 -0.130
N -0.164 -3.675 -2.042
C 1.030 -4.096 -2.815
C 1.980 -2.936 -3.115
C 1.179 -1.812 -3.791
O 1.236 -1.700 -5.011
O 0.429 -1.125 -3.000
H -5.556 -2.194 2.580
H -6.236 -3.205 1.290
H -5.847 -1.513 0.983
H -3.158 -1.839 2.739
H -0.881 -2.289 1.917
H -2.493 -4.302 -1.494
H -4.786 -3.836 -0.676
H -0.471 -2.758 -2.398
H 0.656 -4.512 -3.750
H 1.521 -4.894 -2.261
H 2.756 -3.280 -3.796
H 2.433 -2.563 -2.194

Record 2
77
Properties=species:S:1:pos:R:3 method="wB97M-V/def2-TZVPD" molar_mass_g_mol=675.60 e_tot_ha=-3219.85124 total_charge=+3
V 0.002 0.971 0.619
N 2.533 -0.449 1.843
P 2.079 -0.293 0.253
C 3.406 0.437 -0.642
C 4.117 1.508 -0.079
C 5.173 2.060 -0.777
C 5.509 1.563 -2.035
C 4.800 0.510 -2.599
C 3.745 -0.062 -1.909
C 1.453 -1.792 -0.449
C 1.737 -3.020 0.158
C 1.276 -4.185 -0.432
C 0.529 -4.125 -1.603
C 0.235 -2.901 -2.199
C 0.694 -1.730 -1.625
C 1.609 -0.299 2.868
C 1.886 -0.712 4.165
C 0.936 -0.505 5.140
C -0.278 0.098 4.807
C -0.490 0.465 3.508
N 0.443 0.284 2.535
H 3.475 -0.734 2.082
H 3.863 1.889 0.905
H 5.744 2.870 -0.345
H 6.339 1.999 -2.576
H 5.079 0.126 -3.571
H 3.211 -0.899 -2.338
H 2.312 -3.074 1.073
H 1.501 -5.142 0.019
H 0.175 -5.040 -2.058
H -0.342 -2.866 -3.113
H 0.474 -0.781 -2.105
H 2.830 -1.191 4.388
H 1.131 -0.818 6.158
H -1.049 0.266 5.544
H -1.420 0.925 3.205
O -1.106 1.073 -0.940
C -2.020 0.338 -0.360
N -3.234 0.016 -0.660
C -3.841 -0.775 0.458
C -2.651 -0.849 1.447
O -2.586 -1.344 2.519
N -1.559 -0.117 0.825
C -4.269 -2.130 -0.074
C -3.674 -3.322 0.322
C -4.122 -4.524 -0.215
C -5.149 -4.535 -1.144
C -5.745 -3.342 -1.537
C -5.313 -2.143 -0.997
C -4.942 0.017 1.153
C -5.209 1.349 0.851
C -6.227 2.019 1.519
C -6.967 1.365 2.491
C -6.691 0.038 2.797
C -5.685 -0.639 2.129
H -3.709 0.229 -1.528
H -2.887 -3.339 1.064
H -3.673 -5.453 0.109
H -5.499 -5.473 -1.553
H -6.559 -3.349 -2.248
H -5.820 -1.223 -1.271
H -4.654 1.882 0.089
H -6.450 3.046 1.265
H -7.766 1.883 3.004
H -7.274 -0.477 3.549
H -5.491 -1.681 2.355
F 1.160 6.500 0.469
C 0.852 5.253 0.701
C 0.123 4.966 1.874
C -0.216 3.670 2.152
C 0.182 2.686 1.231
C 0.912 2.981 0.068
C 1.260 4.292 -0.211
H -0.154 5.784 2.526
H -0.776 3.416 3.042
H 1.262 2.216 -0.643
H 1.821 4.573 -1.091

Record 3
95
Properties=species:S:1:pos:R:3 method="wB97M-V/def2-TZVPD" molar_mass_g_mol=884.51 s2=0.7666 multiplicity=2 e_tot_ha=-3228.90386 total_charge=-2
O 0.210 -18.630 27.123
C 1.030 -18.044 26.360
O 1.663 -18.508 25.340
B 2.399 -17.448 24.640
O 2.100 -16.195 25.396
C 1.267 -16.479 26.333
O 0.784 -15.673 27.149
O 1.954 -17.328 23.275
C 3.028 -17.442 22.544
O 3.064 -17.247 21.343
C 4.240 -17.893 23.347
O 3.848 -17.734 24.536
O 5.368 -18.176 23.045
C 4.913 -14.394 20.265
C 5.687 -15.188 19.325
N 6.292 -15.812 18.603
H 4.814 -15.024 21.149
H 3.914 -14.144 19.907
H 5.419 -13.449 20.458
C -1.465 -14.132 28.859
C -1.479 -15.594 29.031
N -1.454 -16.761 29.229
H -0.528 -13.594 29.002
H -2.224 -13.707 29.516
H -1.771 -13.933 27.832
C 5.566 -19.352 17.919
C 5.098 -19.123 19.229
C 5.640 -19.923 20.234
C 6.548 -20.952 19.968
C 7.036 -21.031 18.650
C 6.534 -20.308 17.641
N 6.994 -21.857 21.060
O 6.615 -21.648 22.239
O 7.660 -22.827 20.696
H 5.138 -18.813 17.087
H 4.403 -18.324 19.442
H 5.280 -19.795 21.244
H 7.811 -21.703 18.311
H 6.820 -20.564 16.631
C 8.257 -17.774 20.908
C 8.619 -18.699 21.848
C 9.895 -19.249 21.840
C 10.853 -18.830 20.965
C 10.559 -17.732 20.089
C 9.256 -17.291 20.035
N 12.167 -19.571 21.031
O 12.229 -20.684 21.616
O 13.168 -18.986 20.645
H 7.230 -17.451 20.819
H 7.819 -19.042 22.487
H 10.012 -20.013 22.595
H 11.320 -17.277 19.473
H 9.113 -16.451 19.371
C 0.740 -18.740 18.154
C -0.499 -18.116 18.000
C -1.148 -17.659 19.151
C -0.644 -17.945 20.434
C 0.516 -18.667 20.531
C 1.237 -19.048 19.411
N -1.466 -17.449 21.578
O -1.242 -18.014 22.666
O -2.241 -16.499 21.401
H 1.365 -19.037 17.325
H -0.914 -17.982 17.012
H -2.028 -17.053 18.991
H 0.884 -18.952 21.506
H 2.218 -19.473 19.559
C 1.374 -14.352 22.197
C 1.966 -13.098 22.306
C 1.560 -12.212 23.301
C 0.650 -12.624 24.301
C 0.136 -13.915 24.239
C 0.479 -14.749 23.177
N 0.258 -11.792 25.451
O 0.918 -10.806 25.693
O -0.713 -12.104 26.187
H 1.609 -15.067 21.422
H 2.627 -12.801 21.506
H 1.935 -11.200 23.264
H -0.551 -14.252 25.002
H 0.040 -15.728 23.052
C 4.919 -14.250 24.582
C 4.300 -13.644 25.629
C 4.471 -12.253 25.812
C 5.195 -11.575 24.892
C 5.628 -12.179 23.735
C 5.584 -13.522 23.615
N 5.469 -10.108 25.106
O 6.320 -9.556 24.414
O 4.928 -9.520 25.979
H 4.837 -15.307 24.376
H 3.804 -14.179 26.425
H 4.050 -11.711 26.646
H 6.088 -11.556 22.982
H 6.058 -13.920 22.730

Record 4
74
Properties=species:S:1:pos:R:3 method="wB97M-V/def2-TZVPD" molar_mass_g_mol=707.55 e_tot_ha=-7122.10484 total_charge=+1
Br -5.479 4.916 -3.365
C -3.925 4.065 -2.706
C -3.942 2.695 -2.356
C -2.809 2.076 -1.779
C -1.600 2.812 -1.570
C -0.331 2.195 -1.252
C 0.859 2.769 -1.709
C 2.166 2.285 -1.648
C 3.321 2.963 -2.206
C 4.587 2.330 -2.455
C 5.739 3.065 -2.769
C 5.678 4.471 -2.852
Br 7.219 5.520 -3.105
C 4.426 5.105 -2.765
C 3.282 4.356 -2.484
C -1.659 4.212 -1.840
C -2.797 4.838 -2.379
H -4.860 2.132 -2.516
H -2.828 1.022 -1.566
H -0.264 1.281 -0.667
H 0.735 3.689 -2.291
H 2.324 1.295 -1.251
H 4.656 1.242 -2.373
H 6.710 2.583 -2.886
H 4.361 6.185 -2.847
H 2.330 4.876 -2.400
H -0.792 4.829 -1.667
H -2.815 5.918 -2.523
C -2.951 -6.558 -0.112
C -3.398 -5.578 -1.004
C -2.783 -4.324 -1.025
C -1.708 -4.037 -0.181
C -1.039 -2.647 -0.302
C 0.220 -2.706 -1.208
C 0.847 -1.496 -1.539
C 2.135 -1.489 -2.074
C 2.777 -2.696 -2.403
C 2.047 -3.893 -2.298
C 0.768 -3.898 -1.718
C -0.770 -1.965 1.083
C -1.891 -2.146 2.110
C -1.371 -1.681 3.455
N -0.790 -0.341 3.334
C -0.488 0.490 4.444
C 0.023 1.728 4.040
C 0.454 2.649 5.006
C 0.367 2.331 6.382
C -0.139 1.090 6.787
C -0.580 0.173 5.815
S 0.093 1.807 2.271
C -0.418 0.128 2.096
N -0.461 -0.513 0.959
C -1.210 -5.051 0.650
C -1.874 -6.287 0.737
H -3.434 -7.531 -0.104
H -4.193 -5.775 -1.725
H -3.112 -3.536 -1.709
H -1.780 -1.997 -0.802
H 0.315 -0.559 -1.326
H 2.620 -0.522 -2.244
H 3.822 -2.682 -2.748
H 2.467 -4.822 -2.686
H 0.219 -4.841 -1.652
H 0.101 -2.508 1.518
H -2.769 -1.553 1.794
H -2.206 -3.196 2.180
H -2.175 -1.638 4.192
H -0.622 -2.412 3.806
H 0.876 3.589 4.649
H 0.723 3.043 7.119
H -0.191 0.857 7.859
H -0.994 -0.783 6.133
H -0.294 -4.895 1.229
H -1.527 -7.052 1.438

Record 5
93
Properties=species:S:1:pos:R:3 method="wB97M-V/def2-TZVPD" molar_mass_g_mol=1180.98 e_tot_ha=-6039.46476 total_charge=-2
Zr -0.360 1.766 -0.060
C -4.211 -4.607 2.213
C -3.611 -3.782 3.340
C -4.600 -3.629 4.487
C -3.940 -2.916 5.654
C -3.315 -1.625 5.195
C -3.084 -0.602 6.085
C -2.516 0.591 5.656
F -2.305 1.551 6.583
C -2.181 0.809 4.353
C -2.420 -0.215 3.430
C -2.048 0.012 2.030
O -1.533 1.101 1.730
C -2.313 -1.060 1.130
C -2.846 -2.210 1.612
N -3.180 -2.441 2.898
C -2.973 -1.435 3.843
C -2.057 -0.998 -0.358
O -2.399 -1.953 -1.046
O -1.490 0.065 -0.780
H -4.614 -5.527 2.639
H -3.480 -4.888 1.457
H -5.024 -4.068 1.724
H -2.724 -4.302 3.723
H -4.951 -4.619 4.785
H -5.466 -3.063 4.130
H -3.172 -3.568 6.086
H -4.662 -2.714 6.448
H -3.346 -0.713 7.131
H -1.728 1.729 4.007
H -3.018 -2.996 0.892
N 7.323 0.512 2.743
C 5.921 0.538 2.640
C 5.142 -0.252 3.488
C 3.765 -0.222 3.399
C 3.154 0.610 2.472
C 3.915 1.422 1.652
C 5.296 1.385 1.732
S 1.395 0.622 2.321
O 0.863 0.307 3.624
O 1.073 1.967 1.802
N 0.823 -0.321 1.197
C 1.452 -1.373 0.621
N 2.523 -1.942 1.207
C 3.124 -2.918 0.545
C 2.675 -3.400 -0.669
C 1.515 -2.799 -1.148
N 0.906 -1.812 -0.532
H 7.684 -0.374 3.058
H 7.786 0.806 1.896
H 5.626 -0.899 4.212
H 3.152 -0.848 4.032
H 3.427 2.092 0.960
H 5.883 2.011 1.070
H 4.002 -3.346 1.025
H 3.178 -4.197 -1.197
H 1.050 -3.136 -2.072
S -3.622 7.088 -1.956
Sb -1.872 5.749 -2.526
S -2.358 3.295 -0.473
S -0.896 3.982 0.833
S -2.211 4.943 -4.668
O -0.521 1.902 -2.321
S -0.122 0.715 -3.166
C -1.510 0.513 -4.270
C -1.610 -0.665 -4.995
C -2.679 -0.827 -5.862
C -3.629 0.182 -5.985
C -3.519 1.347 -5.238
C -2.457 1.517 -4.360
C 1.062 1.432 -4.302
C 2.256 0.760 -4.517
C 3.227 1.351 -5.317
C 2.991 2.599 -5.876
C 1.790 3.265 -5.642
C 0.815 2.687 -4.847
H -0.872 -1.448 -4.867
H -2.778 -1.742 -6.433
H -4.462 0.054 -6.666
H -4.243 2.146 -5.333
H -2.362 2.428 -3.782
H 2.442 -0.183 -4.019
H 4.174 0.851 -5.474
H 3.754 3.066 -6.488
H 1.607 4.244 -6.065
H -0.116 3.219 -4.650
Cl 4.637 3.560 -1.294
C 3.057 3.012 -1.941
Cl 1.810 4.199 -1.613
C 2.744 1.576 -1.418
O 3.605 0.738 -1.622
O 1.587 1.374 -0.922
H 3.193 2.945 -3.017